--- a ---
This record from OMol25 describes a gas-phase ion, C9H13N5S (charge +2). The level of theory is ωB97M-V/def2-TZVPD.

Calculated values
LUMO (eV): -8.855
Kohn-Sham gap (eV): 6.983
Structure (SMILES): C#[N+][C@]12CS[C@@H](CC)[C@@]1([N+]#C)NC(N)=N2

The geometry in ORCA input format:
```
! RIJCOSX wB97M-V def2-TZVPD def2/J DEFGRID3
* xyz 2 1
N 0.594 -1.044 3.288
H -3.328 2.890 -0.743
H -0.423 0.653 -1.842
H 0.086 1.213 1.691
H -1.823 1.544 0.817
C -1.546 1.685 -0.307
H 0.533 -0.146 3.979
C 3.239 -2.019 -0.267
H 2.896 2.201 -1.688
H 4.255 -2.262 -0.033
C 0.505 0.119 -0.105
N 0.397 0.271 1.375
H 0.084 -1.838 -2.237
C -0.797 0.536 -0.855
C 0.462 -0.881 2.020
H -0.558 -3.148 -0.865
H 0.623 -1.932 3.641
C -0.349 -2.040 -1.181
C 2.118 1.605 -1.251
N 2.152 -1.770 -0.393
H -2.584 2.362 -2.060
C 0.544 -1.480 -0.106
H -3.359 0.966 -1.216
N 1.555 0.837 -0.556
H -1.061 2.661 -0.349
S -1.835 -0.996 -0.868
N 0.432 -1.935 1.171
C -2.810 1.950 -1.062
*
```

=====

--- b ---
This record from OMol25 describes a molecular structure, C9H13N5S. The level of theory is ωB97M-V/def2-TZVPD.

Calculated values
LUMO (eV): -8.303
Kohn-Sham gap (eV): 7.880

The geometry in ORCA input format:
```
! RIJCOSX wB97M-V def2-TZVPD def2/J DEFGRID3
* xyz 2 1
H 3.089 -1.543 2.098
C -2.508 -2.682 -0.608
C 2.001 -0.336 0.915
H -0.666 -2.393 0.430
H -3.358 -2.059 -0.728
H -2.878 -3.514 -0.141
H -0.633 1.439 -1.950
C -0.118 0.341 0.375
H -2.111 -2.909 -1.539
H 0.460 -0.931 2.044
H -2.036 3.165 1.333
H -2.137 0.138 -0.482
C -1.306 -0.562 -0.204
S -0.576 -0.908 -1.882
C -1.303 2.479 1.081
H 0.795 0.872 -2.939
C 0.949 0.555 -0.803
N -0.561 1.578 0.899
H -1.916 -1.720 1.434
N 0.710 -0.369 1.274
N 2.092 0.195 -0.374
N 3.094 -0.699 1.554
C -1.611 -1.967 0.376
N 1.334 3.056 -0.231
H 2.886 4.618 -0.664
C 0.147 0.787 -1.989
H 4.027 -0.497 1.247
C 2.133 3.866 -0.527
*
```

=====

Which one is most stable, and which one is least stable? b is the most stable of them, while a is the least stable.

=====

--- a ---
This record from OMol25 describes a molecular structure, C27H22N4O8Ti. The level of theory is ωB97M-V/def2-TZVPD.

Calculated values
LUMO (alpha / beta) (eV): 2.242 / 2.111
Kohn-Sham gap (alpha / beta) (eV): 6.924 / 7.434
<S²>: 0.7547

The geometry in ORCA input format:
```
! RIJCOSX wB97M-V def2-TZVPD def2/J DEFGRID3
* xyz -1 2
Ti 0.324 -0.356 -1.123
H 4.528 -0.101 0.415
C -2.179 -1.185 -2.690
C -1.140 2.720 -3.927
N -0.344 0.180 0.884
N 0.236 0.635 1.900
C -1.850 0.173 -3.263
H -3.738 -3.151 1.335
C -0.550 2.036 -2.876
C 2.474 0.154 0.977
H 5.133 1.710 4.754
N 0.551 -2.525 -0.469
O -1.480 -1.452 -1.639
H 0.660 -3.464 -2.906
C 4.056 1.681 4.631
C 1.303 1.598 4.272
O 0.805 3.784 -2.019
C -1.753 0.412 0.899
H 2.605 -2.807 -0.652
C -2.640 -0.669 0.920
H 3.641 2.516 6.552
C -3.595 1.933 0.612
H -0.334 -2.910 -0.789
H 0.553 -2.549 0.545
O 3.093 -1.738 -3.756
O 0.837 1.759 -1.029
H -3.262 0.228 -4.855
H 1.674 -4.310 -0.698
H 5.460 0.770 2.527
H -4.698 -1.262 0.750
C -2.232 1.703 0.752
O 1.242 -0.873 -2.861
C 3.230 2.129 5.628
H 1.179 2.440 6.219
C -2.114 2.068 -4.669
H -2.218 -3.879 0.781
H -3.179 -2.887 -0.347
H -5.531 1.025 0.480
H 2.366 -3.948 -2.950
H 0.232 1.570 4.133
H -1.511 2.510 0.706
C -3.999 -0.439 0.763
C 2.066 -1.845 -3.107
H -3.965 2.942 0.482
C -2.491 0.774 -4.330
C 1.688 -3.265 -1.028
C -2.865 -3.010 0.691
C -4.469 0.861 0.610
O -2.089 -1.898 1.108
N -0.897 0.793 -2.585
O 2.104 -0.335 -0.142
C 1.599 0.610 1.992
C 4.387 0.717 2.378
C 3.531 1.178 3.425
O -3.022 -1.901 -3.206
C 1.840 2.084 5.437
H -2.592 2.572 -5.501
C 3.887 0.234 1.220
C 2.134 1.131 3.231
H -0.827 3.735 -4.126
C 1.666 -3.215 -2.552
C 0.476 2.610 -1.912
*
```

=====

--- b ---
This record from OMol25 describes a molecular structure, C27H22N4O8Ti. The level of theory is ωB97M-V/def2-TZVPD.

Calculated values
LUMO (alpha / beta) (eV): 2.192 / 2.132
Kohn-Sham gap (alpha / beta) (eV): 5.294 / 6.680
<S²>: 0.7989

The geometry in ORCA input format:
```
! RIJCOSX wB97M-V def2-TZVPD def2/J DEFGRID3
* xyz -1 2
H -1.239 2.723 3.450
H 4.548 3.957 2.443
C 2.188 1.090 1.386
H 0.698 1.331 -2.683
O 0.218 4.284 -0.232
C 2.867 -4.668 -0.917
C -0.602 -1.895 1.072
N -2.357 0.387 -0.569
C -2.418 -0.626 -1.429
H 0.352 -6.612 0.241
O -1.114 -0.709 1.304
O -3.905 2.316 1.881
O -1.799 1.869 1.287
C 0.313 3.431 -2.476
N 1.247 0.153 1.036
H -5.566 0.685 0.282
C 0.928 -5.720 0.032
H 3.904 0.219 0.468
H -1.489 -5.186 1.158
H 3.791 -4.755 -1.468
C -3.626 -1.227 -1.748
C 4.379 2.089 1.420
C -1.018 -1.000 -1.890
H 1.290 3.855 -2.721
H 5.419 2.061 1.122
C 2.128 -5.817 -0.625
H -1.832 2.245 -3.808
H -0.174 3.987 2.782
H 2.970 -2.538 -0.709
C -0.202 3.037 3.324
C -0.870 -4.313 0.989
H -2.370 -2.939 1.663
C -4.787 -0.732 -1.165
C 2.421 -3.440 -0.496
C 2.555 3.190 2.553
N -1.280 1.699 -3.152
H 2.497 -6.783 -0.942
O 0.255 2.093 -0.488
H -3.636 -2.074 -2.417
Ti -0.532 0.722 0.366
C -1.362 -3.064 1.281
O -0.122 -0.382 -1.222
C 0.415 -4.468 0.420
O 0.412 2.006 2.577
C 0.242 3.290 -0.937
C 1.707 2.165 2.183
H -1.356 0.724 -3.420
H 0.276 3.142 4.307
C -3.064 1.774 1.180
H 2.197 4.022 3.142
C -3.449 0.818 0.056
H -0.450 4.153 -2.776
C 3.890 3.151 2.157
C -4.698 0.296 -0.227
N 1.667 -1.056 0.734
H -5.747 -1.170 -1.403
C 0.761 -2.031 0.638
C 0.119 2.102 -3.202
O -0.839 -1.786 -2.811
C 3.540 1.055 1.044
H 0.498 2.185 -4.239
C 1.210 -3.317 0.194
*
```

=====

Which one is most stable, and which one is least stable? a is the most stable of them, while b is the least stable.

=====

--- a ---
This record from OMol25 describes 2 unconnected molecules or ions with the total composition C3H10NO2S. The level of theory is ωB97M-V/def2-TZVPD.

Calculated values
LUMO (eV): -4.274
Kohn-Sham gap (eV): 9.112

The geometry in ORCA input format:
```
! RIJCOSX wB97M-V def2-TZVPD def2/J DEFGRID3
* xyz 1 1
H 2.062 1.440 -0.643
C 1.534 -0.707 -1.315
C 0.567 -0.014 -2.278
H -1.681 0.528 1.193
H 1.090 -1.697 -0.865
H 0.861 1.046 -2.469
H -2.985 -0.808 2.697
H 0.348 -0.437 -3.289
C -2.023 -0.424 2.963
O -0.687 0.202 -1.619
S 2.034 0.335 0.241
H -0.270 0.494 2.195
H -1.050 0.733 -2.348
H 2.500 -0.920 -1.612
H -1.734 -0.524 4.001
O 0.750 0.566 1.029
N -1.315 0.185 2.118
*
```

=====

--- b ---
This record from OMol25 describes 2 unconnected molecules or ions with the total composition C3H10NO2S. The level of theory is ωB97M-V/def2-TZVPD.

Calculated values
LUMO (eV): -3.610
Kohn-Sham gap (eV): 9.693

The geometry in ORCA input format:
```
! RIJCOSX wB97M-V def2-TZVPD def2/J DEFGRID3
* xyz 1 1
O 1.063 0.351 1.428
H 0.686 -0.345 -2.064
O 2.921 0.786 -0.315
H -1.804 1.265 -0.306
N 0.574 0.128 -1.081
H -2.299 -0.076 -1.208
C 0.244 -0.497 1.243
H -0.316 -1.659 -0.420
C -1.895 0.117 -0.120
H -0.051 -1.138 2.115
H 0.238 1.186 -1.180
H 1.597 0.100 -0.707
C -0.374 -0.612 -0.156
H 2.765 0.655 0.648
H 2.964 1.744 -0.358
S -2.942 -0.355 1.338
H -3.370 -1.650 1.143
*
```

=====

Which one is most stable, and which one is least stable? b is the most stable of them, while a is the least stable.